This record from the OMol25 dataset describes a cluster of 2 separate species, C3H10NOPS2 in total. The level of theory is wB97M-V/def2-TZVPD.

Last column: Löwdin charge in e.
Geometry (Å):
1 C 0.61825 -2.31246 -0.14376  -0.0594
2 C -0.37524 -1.42141 -0.82491  -0.3457
3 O -0.92581 -0.62191 0.22339  -0.5615
4 P -1.31317 0.99383 -0.03101  0.3267
5 S -2.34084 1.37846 1.83852  0.2147
6 S -3.33021 0.90734 -0.98536  0.2866
7 H 1.15694 -1.73945 0.46489  0.0108
8 H 0.05250 -3.08161 0.39635  0.0982
9 H 1.22959 -2.73022 -0.91891  0.0778
10 H -1.29856 -1.74851 -1.42278  0.1283
11 H 0.04172 -0.67131 -1.59008  0.1088
12 H -1.01731 1.22837 2.72674  -0.0457
13 H -3.19404 1.29014 -2.21730  -0.2619
14 C 2.38645 1.41498 0.54824  -0.1267
15 N 1.30489 2.04419 0.47382  -0.0292
16 H 2.22906 0.37007 0.92026  0.0608
17 H 3.43207 1.75438 0.52483  0.0711
18 H 1.34372 2.94513 0.01705  0.0461

## Properties
F_max (eV Å⁻¹): 5.04
HOMO-LUMO gap (eV): 9.03
Energy relative to the best compared isomer or geometry (same formula, charge and spin) (kcal/mol): 49.7
Charge: 0

=====

This record from the OMol25 dataset describes an isolated molecule of C6H7B. The level of theory is wB97M-V/def2-TZVPD.

Last column: Löwdin charge in e.
Geometry (Å):
1 C 3.02439 -0.90419 0.08172  0.0008
2 C 2.14896 0.02544 -0.22855  -0.0822
3 C 1.20613 0.93929 -0.29313  -0.1063
4 C -0.24831 1.03707 -0.02585  -0.0765
5 C -1.22693 0.13038 -0.15562  -0.1233
6 B -1.93421 -1.22126 -0.24862  -0.0206
7 C -2.76657 0.02224 0.06816  -0.0570
8 H 3.19282 -1.33095 1.04550  0.0465
9 H 3.78271 -1.26444 -0.66882  0.0730
10 H 1.48387 2.02424 -0.22732  0.1143
11 H -0.59110 1.92773 0.37315  0.0809
12 H -1.69710 -2.31091 -0.04904  0.0319
13 H -3.16650 0.30668 0.97718  0.0568
14 H -3.20817 0.61869 -0.64877  0.0619

## Properties
F_max (eV Å⁻¹): 3.66
HOMO-LUMO gap (eV): 8.31
Energy relative to the best compared isomer or geometry (same formula, charge and spin) (kcal/mol): 50.7
Charge: 0